## w
ORCA calculation (wB97M-V/def2-TZVPD) on 2 unconnected molecules or ions with the total composition C7H14FN4.

Structure (XYZ):
```
26
Properties=species:S:1:pos:R:3:nbo_charge:R:1
C -0.34246 0.57769 -1.47277 -0.227
C 0.94688 1.37848 -1.63292 -0.250
C -0.68155 0.19697 -0.30255 0.294
C 1.35164 1.15660 0.67156 0.586
C -2.92107 0.71012 0.61248 -0.422
C 1.68620 -1.85119 -0.23438 -0.484
C 0.63649 -2.58700 -0.39976 0.202
N 1.77028 1.55571 -0.44259 -0.486
N 0.02676 0.51167 0.90817 -0.701
N 2.18318 1.04135 1.74108 -0.801
N -2.01194 -0.38244 0.10263 -0.522
F -0.31926 -2.56466 0.57207 -0.382
H -0.92143 0.38061 -2.37803 0.244
H 0.62002 2.29709 -2.01769 0.219
H -2.47965 1.07010 1.59508 0.261
H -2.87649 1.55136 -0.02137 0.236
H -3.96929 0.23231 0.53784 0.245
H 2.51394 -1.83749 -0.92508 0.239
H 2.00380 -1.09084 0.52632 0.232
H 1.63928 0.85813 -2.38042 0.226
H 0.37206 -3.19127 -1.21688 0.195
H 0.14988 -0.40899 1.46081 0.394
H 1.85913 0.78766 2.61343 0.394
H 3.00228 1.55941 1.70509 0.416
H -2.35242 -1.04455 -0.58243 0.448
H -1.88626 -0.90685 0.96034 0.443
```

Kohn-Sham gap	0.346	Ha
M	173.22	g/mol
2S+1	1
total charge	+1
E_HOMO	-12.46	eV


## x
ORCA calculation (wB97M-V/def2-TZVPD) on a gas-phase ion, C7H14FN4 (charge +1).

Structure (XYZ):
```
26
Properties=species:S:1:pos:R:3:nbo_charge:R:1
C 0.60897 1.32644 1.40862 -0.435
C -0.80851 1.71116 1.55128 0.150
C 0.94986 0.81308 0.18409 0.414
C -1.38534 0.47154 -0.45668 0.427
C 2.97864 -0.73758 -0.30205 -0.431
C -1.88045 -1.15404 -0.35308 -0.459
C -1.34450 -1.88896 0.82308 0.030
N -1.63904 1.23485 0.66947 -0.454
N 0.10029 0.38801 -0.71801 -0.623
N -2.01258 1.09171 -1.54881 -0.849
N 2.41342 0.64494 -0.32782 -0.515
F 0.05827 -2.02127 0.58206 -0.400
H 1.35745 1.48610 2.19525 0.244
H -1.01918 2.34685 2.41423 0.226
H 2.22646 -1.39525 -0.59952 0.248
H 3.73609 -0.82637 -1.04986 0.233
H 3.50320 -1.06723 0.64091 0.258
H -3.03496 -1.18912 -0.27043 0.239
H -1.73522 -1.58569 -1.34741 0.224
H -1.49497 -1.50558 1.75913 0.186
H -1.80255 -2.84560 0.98927 0.192
H 0.27634 0.39336 -1.80185 0.423
H -2.42344 0.41153 -2.21961 0.373
H -2.83782 1.63675 -1.27102 0.411
H 2.34136 0.92641 -1.25490 0.427
H 2.86822 1.33398 0.30368 0.459
```

Kohn-Sham gap	0.322	Ha
structure (SMILES)	C[NH2+]C1=CC=N[C@](N)(CCF)N1
M	173.22	g/mol
2S+1	1
total charge	+1
E_HOMO	-12.02	eV


Most stable to least stable, the ends of the list are w and x.


## w
ORCA calculation (wB97M-V/def2-TZVPD) on 2 unconnected molecules or ions with the total composition C2H4N2S3.

Structure (XYZ):
```
11
Properties=species:S:1:pos:R:3:nbo_charge:R:1
C -1.72209 -0.93875 -0.80423 -0.240
C -0.61014 -1.37016 -0.94204 -0.239
N -0.62392 0.88388 2.49215 -0.998
N 1.01407 1.62397 0.69192 -0.961
S 0.75153 1.48525 2.22563 1.224
S 0.98874 -1.90941 -1.06816 0.099
S 2.40123 2.18857 -0.00032 0.277
H -2.70320 -0.58243 -0.69318 0.236
H -1.18999 0.60058 1.70195 0.388
H 0.79838 -2.55118 -2.22750 0.144
H 3.13227 2.49086 1.09978 0.070
```

Kohn-Sham gap (alpha / beta)	0.290 / 0.290	Ha
M	152.27	g/mol
2S+1	1
E_HOMO (alpha / beta)	-8.37 / -8.37	eV


## x
ORCA calculation (wB97M-V/def2-TZVPD) on a single C2H4N2S3 molecule.

Structure (XYZ):
```
11
Properties=species:S:1:pos:R:3:nbo_charge:R:1
C 0.41090 -0.64207 0.87722 -0.614
C -0.06811 0.17149 -0.32710 -0.198
N -1.45355 0.01485 -0.44404 -0.256
N -2.13317 -0.70288 0.52995 -0.295
S -1.07550 -1.40602 1.48888 0.549
S 0.30915 1.91745 -0.00248 0.010
S 0.64611 -0.34517 -1.87345 0.059
H 1.11220 -1.33523 0.66617 0.240
H 0.80370 -0.01275 1.66128 0.238
H -0.33346 2.26564 -1.15962 0.155
H 1.78174 0.07469 -1.41681 0.112
```

Kohn-Sham gap (alpha / beta)	0.312 / 0.312	Ha
structure (SMILES)	SC1(S)CSN=N1
M	152.27	g/mol
2S+1	1
E_HOMO (alpha / beta)	-9.04 / -9.04	eV


## y
ORCA calculation (wB97M-V/def2-TZVPD) on a molecular structure, C2H4N2S3.

Structure (XYZ):
```
11
Properties=species:S:1:pos:R:3:nbo_charge:R:1
C 0.45926 0.57234 0.49247 -0.238
C -0.81570 -0.19041 -0.07178 -0.544
N 0.04230 1.02526 1.73578 -0.534
N -1.65418 1.73590 1.28197 -0.742
S 0.67048 2.30132 2.42759 0.164
S -1.93884 3.03134 2.03772 0.433
S -2.32107 0.74393 0.21439 0.609
H 1.09082 -0.25979 0.60065 0.224
H 0.76297 1.43087 -0.13844 0.191
H -0.80046 -0.38169 -1.06406 0.223
H -0.82498 -1.06391 0.45345 0.214
```

Kohn-Sham gap (alpha / beta)	0.243 / 0.205	Ha
M	152.27	g/mol
2S+1	1
E_HOMO (alpha / beta)	-7.79 / -7.20	eV


Most stable to least stable, the ends of the list are x and y.


## w
ORCA calculation (wB97M-V/def2-TZVPD) on a single C5H12N2 molecule.

Structure (XYZ):
```
19
Properties=species:S:1:pos:R:3:nbo_charge:R:1
C -1.21663 -0.81060 -0.07661 -0.472
C 1.65505 -1.12850 -0.12955 -0.411
C 2.08692 1.38672 -0.05732 -0.414
C -2.67377 -0.39920 -0.02099 -0.616
N 1.04834 0.17694 -0.16900 -0.431
C -0.19976 0.49075 0.16448 0.513
N -0.57082 1.58166 0.66854 -0.812
H -1.47450 1.97784 0.44831 0.365
H -0.97406 -1.50354 0.73059 0.207
H -0.98925 -1.28632 -1.03161 0.204
H 1.40201 -1.76822 0.72280 0.197
H 2.74130 -1.05049 -0.08884 0.212
H 1.40162 -1.67069 -1.04043 0.198
H 2.75260 1.31664 -0.91673 0.193
H 2.65275 1.30478 0.87294 0.193
H 1.50073 2.30024 -0.05014 0.246
H -3.31402 -1.27733 -0.12276 0.211
H -2.91311 0.28606 -0.83370 0.204
H -2.91541 0.07327 0.93001 0.213
```

Kohn-Sham gap	0.341	Ha
structure (SMILES)	[H]/N=C(\CC)N(C)C
M	100.16	g/mol
2S+1	1
E_HOMO	-8.32	eV


## x
ORCA calculation (wB97M-V/def2-TZVPD) on a single C5H12N2 molecule.

Structure (XYZ):
```
19
Properties=species:S:1:pos:R:3:nbo_charge:R:1
C -0.26080 -1.95358 1.16510 -0.652
C 0.26409 -0.48123 1.02184 -0.053
C -0.84920 0.41434 0.38708 -0.431
C -0.63784 0.90875 -1.02281 -0.215
C 0.47104 0.84615 -1.75717 -0.033
N 0.66435 1.45468 -3.00763 -0.866
N 0.72890 0.07084 2.27074 -0.834
H -1.32102 -2.08854 0.86942 0.203
H -0.09073 -2.36842 2.15129 0.212
H 0.03588 -2.60371 0.32544 0.216
H 1.06678 -0.51038 0.28377 0.188
H -1.73390 -0.20959 0.39479 0.205
H -0.92132 1.33795 0.97628 0.225
H -1.43864 1.58351 -1.31467 0.191
H 1.22319 0.06306 -1.62589 0.181
H 1.38319 2.16077 -3.01528 0.371
H -0.10787 1.70807 -3.61149 0.374
H 1.54652 -0.41913 2.57517 0.362
H -0.02264 0.08647 2.93403 0.355
```

Kohn-Sham gap	0.351	Ha
structure (SMILES)	C[C@H](N)C/C=C/N
M	100.16	g/mol
2S+1	1
E_HOMO	-8.35	eV


Most stable to least stable, the ends of the list are w and x.


## w
ORCA calculation (wB97M-V/def2-TZVPD) on 2 unconnected molecules or ions with the total composition C5H12N2.

Structure (XYZ):
```
19
Properties=species:S:1:pos:R:3:nbo_charge:R:1
C 1.55339 0.59192 -0.71701 -0.330
C 0.30772 0.98450 -0.01219 0.022
C 0.19081 0.60429 1.44762 -0.613
C -0.41661 2.26829 -0.37257 -0.600
C -1.18140 -2.48759 -0.20335 -0.473
N 0.30217 -0.02526 -1.01927 -0.204
N 0.16096 -2.09840 0.00723 -0.440
H 1.96335 1.18609 -1.52655 0.205
H 2.29216 0.02657 -0.16347 0.214
H 0.61900 -0.38382 1.59195 0.247
H -0.85386 0.57656 1.74584 0.205
H 0.71542 1.33061 2.06584 0.210
H 0.04002 3.10677 0.15166 0.214
H -1.46398 2.20128 -0.07769 0.210
H -0.36505 2.44722 -1.44231 0.216
H -1.23918 -3.58085 -0.07621 0.209
H -1.82052 -2.01830 0.54636 0.190
H -1.56110 -2.27346 -1.20712 0.201
H 0.75673 -2.45641 -0.73876 0.318
```

Kohn-Sham gap (alpha / beta)	0.340 / 0.349	Ha
M	100.16	g/mol
2S+1	1
E_HOMO (alpha / beta)	-9.05 / -9.10	eV


## x
ORCA calculation (wB97M-V/def2-TZVPD) on a single C5H12N2 molecule.

Structure (XYZ):
```
19
Properties=species:S:1:pos:R:3:nbo_charge:R:1
C -1.18169 0.28929 1.98873 -0.615
C 0.31759 0.62803 1.88776 -0.400
C 0.75958 0.95931 0.38061 -0.431
C -0.27410 0.51945 -0.78257 -0.225
N 0.02065 -0.92768 -0.93368 -0.698
C 0.26019 -1.34817 -2.25215 0.279
N 1.31574 -2.01880 -2.57112 -0.661
H -1.62689 -0.51741 1.24655 0.211
H -1.72698 1.31948 1.81269 0.190
H -1.33530 0.22919 3.00968 0.215
H 0.36921 1.47764 2.48305 0.207
H 0.82584 -0.28624 2.31920 0.203
H 1.06830 2.01942 0.31596 0.206
H 1.74377 0.62318 0.03929 0.223
H -0.22598 0.96943 -1.87737 0.215
H -1.21445 0.83889 -0.26850 0.196
H -0.14344 -1.62635 -0.22783 0.405
H -0.45623 -1.04411 -2.97991 0.135
H 1.50417 -2.10455 -3.59040 0.344
```

Kohn-Sham gap	0.354	Ha
structure (SMILES)	[H]/N=C/NCCCC
M	100.16	g/mol
2S+1	1
E_HOMO	-8.63	eV


## y
ORCA calculation (wB97M-V/def2-TZVPD) on 2 unconnected molecules or ions with the total composition C5H12N2.

Structure (XYZ):
```
19
Properties=species:S:1:pos:R:3:nbo_charge:R:1
C 1.33142 0.40658 1.06369 0.277
C -0.67169 -1.37338 -0.58450 -0.152
C -1.08518 -0.55707 -1.54953 -0.435
C -1.51316 -1.80052 0.57282 -0.647
N 0.27216 1.08470 1.61192 -0.841
C 1.44937 1.62523 -0.93342 -0.461
N 1.93552 0.63290 -0.02603 -0.494
H 1.69522 -0.41814 1.66668 0.165
H 0.32644 -1.78412 -0.61703 0.203
H -0.00145 1.95349 1.18317 0.389
H 0.11311 1.02080 2.60207 0.391
H -1.62186 -2.88919 0.58110 0.217
H -1.04431 -1.51138 1.51569 0.213
H 0.44382 1.28641 -1.32919 0.207
H -2.11458 -0.24138 -1.60766 0.188
H -0.51131 -0.41769 -2.45240 0.201
H -2.50393 -1.34265 0.53065 0.209
H 1.34612 2.61526 -0.47039 0.167
H 2.15429 1.71015 -1.75763 0.204
```

Kohn-Sham gap	0.363	Ha
structure (SMILES)	C/N=C\N.C=CC
M	100.16	g/mol
2S+1	1
E_HOMO	-8.93	eV


Most stable to least stable, the ends of the list are y and w.


## w
ORCA calculation (wB97M-V/def2-TZVPD) on a single C5H12N2 molecule.

Structure (XYZ):
```
19
Properties=species:S:1:pos:R:3:nbo_charge:R:1
C -0.63973 -0.53822 -0.36358 -0.206
C -0.93856 0.59642 -1.35077 -0.450
C -0.01941 1.78045 -1.34820 -0.175
C 1.13067 1.83490 -2.00412 -0.400
N -0.33514 -0.01494 0.95790 -0.634
C -0.23780 -1.02373 1.98363 -0.048
N 0.92894 -1.88815 1.85721 -0.866
H 0.16173 -1.17751 -0.75383 0.176
H -1.55109 -1.13884 -0.30406 0.188
H -0.99369 0.15765 -2.34761 0.210
H -1.97107 0.92102 -1.18661 0.209
H -0.38088 2.65610 -0.82380 0.199
H 1.74006 2.72177 -2.05112 0.200
H 1.46399 0.95679 -2.53992 0.187
H 0.52060 0.52710 0.90624 0.355
H -1.14445 -1.62150 1.91155 0.176
H -0.28240 -0.51105 2.94944 0.161
H 1.76989 -1.45349 2.20623 0.356
H 0.77837 -2.78477 2.30142 0.363
```

Kohn-Sham gap	0.368	Ha
structure (SMILES)	C=CCCNCN
M	100.16	g/mol
2S+1	1
E_HOMO	-8.86	eV


## x
ORCA calculation (wB97M-V/def2-TZVPD) on 2 unconnected molecules or ions with the total composition C5H12N2.

Structure (XYZ):
```
19
Properties=species:S:1:pos:R:3:nbo_charge:R:1
C 1.75719 -0.24573 1.09047 -0.476
C 1.08120 -0.21172 -0.01062 -0.041
C 1.52301 -0.21675 -1.33092 -0.701
C -1.30903 1.60419 -0.80367 -0.657
C -0.93903 0.54630 0.31360 0.078
N -1.16431 -1.65969 1.23840 -0.670
N -1.72001 -0.56930 0.48688 -0.463
H 1.46035 -0.20100 2.09889 0.192
H 2.75398 -0.53748 1.09672 0.175
H 1.61177 -1.25250 -1.75400 0.226
H 0.72644 0.20028 -1.93150 0.218
H 2.55898 0.36284 -1.45768 0.216
H -0.43449 2.23146 -0.77681 0.236
H -1.45122 0.98485 -1.72459 0.207
H -2.28344 2.08004 -0.56152 0.232
H -0.67616 0.87845 1.25358 0.169
H -0.20080 -1.63725 0.93706 0.364
H -1.35505 -1.46532 2.24069 0.357
H -1.93937 -0.89167 -0.40499 0.338
```

Kohn-Sham gap	0.321	Ha
M	100.16	g/mol
2S+1	1
E_HOMO	-7.74	eV


Most stable to least stable, the ends of the list are w and x.


## w
ORCA calculation (wB97M-V/def2-TZVPD) on 2 unconnected molecules or ions with the total composition C5H12N2.

Structure (XYZ):
```
19
Properties=species:S:1:pos:R:3:nbo_charge:R:1
C -2.04983 0.04542 0.08866 -0.684
C -0.62258 -0.86009 -1.81187 -0.698
C -0.85730 -0.78013 -0.29268 0.351
N -0.38191 -1.59871 0.54439 -0.668
H 0.45944 -2.10003 0.26418 0.336
H -2.95845 -0.39764 -0.31623 0.228
H -2.13844 0.08357 1.17116 0.229
H -1.57515 -1.02682 -2.30937 0.222
H 0.07713 -1.65232 -2.07149 0.212
H -0.22372 0.09292 -2.15841 0.245
H -1.94516 1.04653 -0.32436 0.221
C 1.73033 0.58879 1.65098 -0.702
C 1.02500 1.27799 0.52848 0.159
N 1.39232 1.36138 -0.68357 -0.632
H 2.17956 0.75310 -0.91632 0.325
H 0.22854 1.95610 0.82742 0.163
H 1.07368 -0.19713 2.02876 0.253
H 1.93013 1.28381 2.46422 0.228
H 2.65641 0.12324 1.31607 0.209
```

Kohn-Sham gap	0.388	Ha
structure (SMILES)	[H]/N=C\C.CC(C)=N
M	100.16	g/mol
2S+1	1
E_HOMO	-9.47	eV


## x
ORCA calculation (wB97M-V/def2-TZVPD) on a single C5H12N2 molecule.

Structure (XYZ):
```
19
Properties=species:S:1:pos:R:3:nbo_charge:R:1
C -1.47508 0.72165 -0.21494 -0.219
C -0.65365 -0.37895 0.56751 -0.504
C 0.79072 -0.11459 0.50345 0.239
C 1.59536 -0.18273 1.61797 -0.572
C 0.85660 -1.15524 -1.64069 -0.420
N 1.43070 -0.18845 -0.74376 -0.632
N -2.19869 1.68266 0.70919 -0.811
H -0.71799 1.34276 -0.73861 0.183
H -2.20592 0.19660 -0.82958 0.196
H -1.06596 -0.34608 1.58219 0.240
H -0.97909 -1.38845 0.27510 0.222
H 1.37043 -0.76940 2.48042 0.205
H 2.33293 0.65561 1.71557 0.203
H 1.53367 -1.30667 -2.49320 0.208
H -0.11610 -0.92442 -2.09388 0.205
H 0.93701 -2.15240 -1.19316 0.176
H 2.43265 -0.16627 -0.69029 0.389
H -2.44728 2.36169 -0.01745 0.346
H -1.42029 2.11270 1.20419 0.344
```

Kohn-Sham gap	0.305	Ha
structure (SMILES)	C=C(CCN)NC
M	100.16	g/mol
2S+1	1
E_HOMO	-7.34	eV


## y
ORCA calculation (wB97M-V/def2-TZVPD) on a single C5H12N2 molecule.

Structure (XYZ):
```
19
Properties=species:S:1:pos:R:3:nbo_charge:R:1
C -1.35972 1.77245 1.04628 -0.614
C -0.84538 0.39970 1.47063 -0.392
C -0.84029 -0.74981 0.45914 -0.423
C 0.20131 -0.60792 -0.60794 0.127
C 1.31906 -1.31874 -0.53538 -0.112
N 2.34215 -1.21649 -1.52961 -0.846
N 0.10441 0.49598 -1.48220 -0.830
H -1.04575 2.48451 1.80939 0.209
H -2.45309 1.78035 1.09389 0.195
H -1.01049 2.11202 0.08075 0.222
H -1.28357 0.11233 2.42634 0.202
H 0.21523 0.52461 1.74031 0.195
H -0.70139 -1.72219 0.92889 0.219
H -1.84079 -0.78003 -0.00146 0.192
H 1.38532 -2.14221 0.15933 0.187
H 2.74140 -0.28257 -1.56493 0.360
H 3.11316 -1.84044 -1.33696 0.370
H 0.76210 0.35158 -2.24366 0.372
H -0.80363 0.62688 -1.91281 0.369
```

Kohn-Sham gap	0.316	Ha
structure (SMILES)	CCC/C(N)=C/N
M	100.16	g/mol
2S+1	1
E_HOMO	-7.50	eV


Most stable to least stable, the ends of the list are y and x.